Entry from OMol25: a molecular structure, C33H41N5O16S4 in a non-equilibrium geometry (ωB97M-V/def2-TZVPD).

LUMO (spin up / spin down) ... -4.12 / -8.26 eV
Multiplicity ... 2
Calculated total energy ... -118420.1418 eV
Gap between HOMO and LUMO (spin up / spin down) ... 7.25 / 3.11 eV
Total charge ... +1

```
99
Properties=species:S:1:pos:R:3:forces:R:3
N -19.71546 13.26907 8.22206 -1.78 -0.24 -0.87
C -19.49269 12.59964 7.03925 -0.71 0.74 0.84
C -20.41538 12.39750 5.98375 0.24 1.02 2.05
C -21.70248 12.94635 6.18450 0.73 -0.58 -0.11
C -22.00253 13.51061 7.42546 0.87 0.20 -0.39
C -21.00197 13.70812 8.38771 0.03 -1.51 -1.40
H -18.49068 12.20140 6.97775 0.15 -0.06 -0.22
H -20.06513 11.79151 5.16126 -0.45 0.23 -0.33
H -22.45252 12.85740 5.41253 -0.11 -0.10 0.00
H -22.99153 13.84519 7.70175 -0.17 0.03 -0.34
H -21.46390 14.09968 9.28196 1.24 0.33 0.71
N -26.02063 10.86338 7.78455 -0.42 -0.38 0.92
C -25.76221 9.83859 8.62656 -0.02 1.68 -0.10
C -25.95601 9.96339 10.00145 -0.21 -1.72 -0.96
C -26.54390 11.06888 10.48529 -0.51 3.46 0.76
C -26.78045 12.22814 9.67894 0.79 -2.23 -1.09
C -26.53738 12.01367 8.30841 0.51 -0.81 0.54
H -25.36629 8.90370 8.25829 0.06 0.11 -0.50
H -25.79262 9.10423 10.63514 0.14 -0.05 0.10
H -26.76644 11.14942 11.53904 -0.02 -0.08 0.20
H -27.06779 13.20219 10.04646 -0.33 -0.20 0.14
H -26.76330 12.76506 7.56627 0.08 0.23 0.00
N -16.47578 7.75702 5.59212 0.19 1.21 1.21
C -16.34392 8.94421 6.29250 -0.83 -2.26 -0.92
C -16.89366 9.07997 7.54975 -1.01 -0.16 0.03
C -17.66714 8.02042 8.06456 0.83 1.04 0.34
C -17.73911 6.82812 7.39973 -1.19 0.29 1.02
C -17.12749 6.74853 6.19373 1.17 0.35 -2.11
H -15.90100 9.76170 5.74302 0.26 0.01 0.12
H -16.91696 10.04454 8.03499 0.29 0.03 0.22
H -18.20043 8.14451 8.99547 -0.01 0.08 0.17
H -18.43327 6.08279 7.75892 0.25 -0.39 -0.06
H -17.17866 5.85074 5.59561 -0.08 -0.23 -0.02
N -21.30946 12.43279 11.71027 -2.68 -1.46 -0.40
C -21.01352 13.61678 12.17293 -0.71 1.85 0.35
C -21.93674 14.50618 12.76735 -0.15 -1.83 -0.53
C -23.24685 14.03822 12.89343 0.00 1.12 1.06
C -23.63023 12.74247 12.58014 2.50 -1.20 -2.15
C -22.63907 12.00322 11.86110 1.50 1.26 1.66
H -20.02533 14.01413 11.99407 0.45 -0.26 0.05
H -21.59788 15.44840 13.17207 -0.23 0.15 -0.23
H -23.94046 14.74494 13.32453 -0.33 -0.15 0.20
H -24.55554 12.21705 12.76490 -0.30 0.63 0.05
H -22.81921 10.98340 11.55463 -0.08 -0.04 -0.22
N -19.26012 3.57011 11.44128 0.20 1.19 -0.48
C -18.69554 4.49035 12.23391 -0.46 -1.62 -0.07
C -19.26293 5.79067 12.51771 -0.71 -0.01 -1.59
C -20.38649 6.10855 11.74330 -0.17 0.82 0.20
C -20.96021 5.18897 10.90398 -0.15 1.38 0.06
C -20.32044 3.96575 10.70323 0.62 -1.48 1.22
H -17.81977 4.11352 12.74127 0.15 0.27 0.27
H -18.86391 6.50674 13.22086 0.26 -0.18 0.13
H -20.81642 7.09929 11.74104 0.02 0.16 0.45
H -21.83693 5.45596 10.33259 -0.11 -0.02 -0.12
H -20.75540 3.28276 9.98858 0.40 -0.28 -0.24
C -18.01530 12.00231 12.75408 -0.46 0.49 1.48
C -17.80135 11.83763 11.30527 0.63 0.36 -0.93
O -17.47336 10.47985 11.16368 -0.73 -3.92 -1.78
S -18.03763 9.47334 12.34681 3.80 3.67 0.77
O -17.11622 8.35759 12.54440 -1.74 2.10 -0.60
O -19.42908 9.27030 12.40551 -1.26 -0.81 -0.78
O -17.71945 10.73356 13.33391 -0.10 -1.70 1.75
H -19.03596 12.31488 12.97464 0.13 -0.26 0.27
H -17.29483 12.72220 13.14239 -0.19 -0.20 0.41
H -16.86898 12.33612 11.04013 -0.30 0.18 -0.51
H -18.65283 12.15494 10.70328 0.10 -0.17 -0.19
C -20.20483 7.95523 2.04199 0.72 1.07 -0.37
C -19.46120 8.04569 3.41083 -0.12 -0.02 -0.60
O -20.37514 8.76070 4.31177 -0.54 -0.20 -0.05
S -21.80075 9.16803 3.61798 -0.47 0.91 0.21
O -22.16906 10.56986 3.99178 1.77 -3.83 -1.44
O -22.82297 8.16563 3.79566 1.27 0.92 0.14
O -21.17482 8.97449 2.12753 -2.41 1.80 1.03
H -20.64084 7.03453 1.65428 0.00 -0.26 0.83
H -19.65138 8.41422 1.22277 0.87 -0.75 0.11
H -18.54934 8.63658 3.32445 -0.28 0.36 -0.03
H -19.10878 7.08841 3.79491 -0.80 -0.03 0.34
C -23.80820 3.70368 6.29606 0.06 -0.25 -1.92
C -23.18975 2.65519 5.38207 -1.17 -1.26 0.54
O -22.21453 3.21866 4.60044 2.19 2.62 0.37
S -21.38801 4.34751 5.52843 0.29 -2.65 -2.02
O -21.17576 5.45337 4.59156 -0.38 -1.68 2.85
O -20.27447 3.60496 6.15518 -2.12 2.46 -0.81
O -22.60085 4.42075 6.63100 0.71 1.38 0.28
H -24.28073 3.20197 7.14051 0.52 0.42 0.34
H -24.56413 4.29438 5.77864 0.34 0.61 0.17
H -23.80549 2.20898 4.60113 -0.58 -0.50 0.88
H -22.75266 2.01079 6.14483 0.16 -1.05 -0.62
C -21.51657 9.90969 7.72826 1.61 1.61 -2.59
C -20.72756 9.82102 8.97282 0.35 1.10 0.36
O -21.21398 8.63660 9.55489 -0.01 -1.94 1.99
S -22.15530 7.76660 8.58307 0.82 -1.80 -0.12
O -23.24778 7.14049 9.34015 2.11 1.56 -1.42
O -21.29597 6.86229 7.76675 -2.12 2.47 1.87
O -22.60368 9.10134 7.85799 -3.02 -3.03 -0.03
H -20.90306 9.51520 6.91828 -0.14 0.59 -0.61
H -21.93719 10.90602 7.59226 0.46 -0.19 -0.47
H -20.98857 10.75036 9.47909 0.24 -0.54 1.33
H -19.64888 9.74879 8.83381 -0.17 0.07 -0.11
```
Forces are in eV/Å.